DFT (the ωB97M-V functional and the def2-TZVPD basis) results for C38H42N3O4OsP2SSi2 as an isolated structure in a non-equilibrium geometry.

Atoms and positions in Å:
Os -12.815 7.015 -11.399
C -13.352 3.912 -15.981
Si -12.664 5.323 -14.898
C -12.284 6.880 -15.943
C -10.999 4.667 -14.259
N -13.805 5.813 -13.734
P -14.869 5.247 -12.763
C -14.541 5.962 -11.176
P -13.923 5.249 -9.759
N -12.373 5.336 -9.837
Si -10.736 5.141 -9.255
C -10.688 3.390 -8.646
C -10.111 6.416 -8.062
C -9.538 5.174 -10.712
C -14.427 6.282 -8.375
C -13.592 7.381 -8.177
C -13.881 8.354 -7.244
C -15.090 8.255 -6.489
C -15.875 7.122 -6.628
C -15.541 6.087 -7.528
C -14.778 3.718 -9.289
C -14.286 2.569 -8.623
C -15.217 1.591 -8.247
C -16.553 1.742 -8.504
C -17.022 2.815 -9.191
C -16.163 3.809 -9.570
C -16.563 5.860 -13.250
C -17.596 5.941 -12.358
C -18.675 6.786 -12.588
C -18.803 7.475 -13.785
C -17.795 7.294 -14.714
C -16.669 6.486 -14.470
C -15.010 3.417 -12.749
C -13.847 2.825 -12.249
C -13.630 1.455 -12.373
C -14.578 0.725 -13.066
C -15.769 1.300 -13.493
C -16.000 2.640 -13.331
H -12.602 3.718 -16.790
H -14.320 4.117 -16.452
H -13.500 2.988 -15.421
H -11.424 6.842 -16.642
H -12.076 7.663 -15.243
H -13.136 7.202 -16.560
H -10.551 4.093 -15.088
H -11.023 3.981 -13.438
H -10.235 5.406 -14.004
H -11.607 3.026 -8.062
H -9.838 3.254 -7.964
H -10.530 2.632 -9.438
H -10.389 6.346 -7.012
H -10.400 7.385 -8.483
H -9.032 6.301 -8.122
H -9.917 4.807 -11.631
H -8.652 4.557 -10.522
H -9.236 6.174 -11.045
H -12.703 7.532 -8.764
H -13.215 9.187 -7.022
H -15.291 8.937 -5.682
H -16.784 7.102 -6.018
H -16.158 5.180 -7.575
H -13.249 2.434 -8.428
H -14.834 0.678 -7.785
H -17.285 0.964 -8.223
H -18.090 2.900 -9.420
H -16.540 4.690 -10.051
H -17.516 5.439 -11.399
H -19.451 6.885 -11.825
H -19.638 8.175 -13.952
H -17.792 7.809 -15.679
H -15.817 6.542 -15.114
H -13.129 3.455 -11.813
H -12.694 1.030 -11.993
H -14.385 -0.305 -13.272
H -16.487 0.688 -14.054
H -16.872 3.155 -13.694
O -9.094 8.626 -11.270
S -10.542 8.775 -11.435
O -11.324 8.232 -10.257
O -11.126 7.750 -12.490
O -10.976 10.087 -11.850
N -17.734 11.625 -14.382
C -16.852 11.107 -13.812
C -15.892 10.278 -13.119
C -16.171 9.649 -11.898
C -15.233 8.821 -11.326
C -14.030 8.580 -11.998
C -13.681 9.370 -13.103
C -14.588 10.272 -13.604
H -17.144 9.616 -11.467
H -15.498 8.363 -10.404
H -12.702 9.368 -13.508
H -14.324 10.895 -14.471

Cartesian forces (eV/Å) of the 2 atoms listed first:
Os -0.4 0.1 -0.6
C 0.5 0.2 -0.5

Net charge = -1
<S²> = 6.0231
Lowest unoccupied orbital energy (spin up / spin down) = 2.20 / 1.30 eV
2S+1 = 5
Energy relative to the best compared isomer or geometry (same formula, charge and spin) = 0.0 kJ/mol